# 1
This record from the Open Molecules 2025 dataset describes one molecule with the formula C6H9NO in a non-equilibrium geometry. The level of theory is wB97M-V/def2-TZVPD.

The relative energy (zero: lowest compared OMol25 entry of this formula, charge and spin) is 109.12 kcal/mol. Its HOMO-LUMO gap is 0.2841 Ha. As for the lowest unoccupied orbital energy: 0.8 eV. As for the SMILES: NC1=CC[C@H]2C[C@@H]1O2.

```
17
Properties=species:S:1:pos:R:3:forces:R:3:nbo_charge:R:1
C -1.12394 -0.24263 0.36064 -0.630 0.723 -0.084 0.342
C 1.32967 -0.66140 0.71810 1.258 -0.615 1.315 -0.427
C 1.25926 0.21978 -0.52939 -2.876 0.084 -0.091 0.079
C 0.27995 1.48680 -0.43075 0.003 -1.656 0.843 -0.391
C -0.74504 1.03967 0.72534 1.649 1.202 0.470 -0.565
C -0.00644 -1.21562 0.25210 0.782 -0.607 -0.665 0.002
H -2.35312 -1.13723 -0.97631 -0.306 -0.170 -0.112 0.391
H -2.88930 0.43439 -0.33699 0.963 -1.214 -0.006 0.417
H 2.17146 -1.42952 0.61777 -1.352 0.935 -0.029 0.227
H 1.35871 -0.25985 1.73057 0.271 0.187 -0.158 0.213
H 2.09908 0.32818 -1.13559 1.584 0.468 -0.869 0.190
H -0.17499 1.74419 -1.39232 0.063 -0.512 0.034 0.214
H 0.87619 2.32582 -0.15758 0.244 0.878 0.604 0.207
H -0.03520 0.91850 1.58639 -0.727 0.406 -0.608 0.164
H -0.18714 -2.26280 0.34247 -0.285 -0.848 0.093 0.192
N -2.29164 -0.42497 -0.26868 -0.254 0.704 -0.188 -0.737
O 0.43248 -0.86330 -1.10579 -0.387 0.035 -0.549 -0.517
```
Positions in Å, forces in eV/Å.

***

# 2
This record from the Open Molecules 2025 dataset describes one molecule with the formula C6H9NO2 in a non-equilibrium geometry. The level of theory is wB97M-V/def2-TZVPD.

The relative energy (zero: lowest compared OMol25 entry of this formula, charge and spin) is 168.29 kcal/mol. Its HOMO-LUMO gap is 0.3918 Ha. As for the lowest unoccupied orbital energy: 0.9 eV. As for the SMILES: CC[C@@]12C=NO[C@H]1CO2.

```
18
Properties=species:S:1:pos:R:3:forces:R:3:nbo_charge:R:1
C 1.92518 -1.58748 0.71893 1.636 -2.789 -1.108 -0.611
C 1.27856 -0.57570 -0.20188 3.040 0.948 0.977 -0.448
C -0.06765 -0.22615 0.35081 -0.601 -0.298 -4.620 0.086
C -1.16623 -0.88189 -1.30575 3.712 1.626 1.102 -0.053
C -0.86509 0.55239 -0.64368 -3.402 -0.436 -0.868 0.080
C -0.09821 0.83968 1.24723 0.262 2.283 2.622 0.002
H 2.80548 -2.29482 0.11187 -2.546 2.097 1.865 0.206
H 1.03339 -2.25303 0.91021 1.454 0.033 0.472 0.220
H 2.39721 -1.19011 1.66467 -0.690 -0.370 -1.088 0.217
H 1.21771 -0.91600 -1.18166 -0.572 -1.526 -1.414 0.214
H 2.01190 0.22804 -0.49805 -1.054 0.266 1.305 0.233
H -0.31159 -1.14974 -1.97686 -0.848 -0.315 0.738 0.173
H -2.03523 -1.23678 -1.70430 -2.661 -0.257 -0.907 0.195
H -1.85393 0.64131 -0.06208 1.058 0.515 -1.067 0.177
H -0.13180 0.68038 2.31756 0.526 0.978 0.225 0.225
N -0.05213 1.99782 0.65695 -0.138 0.617 1.132 -0.074
O -1.01544 -1.30632 0.10054 0.630 -0.933 -0.532 -0.495
O -0.33551 1.90393 -0.74729 0.194 -2.439 1.166 -0.346
```
Positions in Å, forces in eV/Å.

***

# 3
This record from the Open Molecules 2025 dataset describes one molecule with the formula C6H9NO3 in a non-equilibrium geometry. The level of theory is wB97M-V/def2-TZVPD.

The relative energy (zero: lowest compared OMol25 entry of this formula, charge and spin) is 61.57 kcal/mol. Its HOMO-LUMO gap is 0.3785 Ha. As for the lowest unoccupied orbital energy: 0.6 eV. As for the SMILES: NC(=O)[C@@]12COCO[C@@H]1C2.

```
19
Properties=species:S:1:pos:R:3:forces:R:3:nbo_charge:R:1
N 1.33564 0.44320 2.11026 1.904 0.544 0.978 -0.844
C 1.14412 1.02038 0.91449 4.237 -1.511 -1.935 0.658
C 0.10276 0.50899 -0.03141 -1.073 0.802 0.435 -0.200
C -1.26503 1.16388 0.03303 -0.355 0.253 -0.320 -0.423
C -1.10208 -0.22708 0.54009 0.415 0.151 0.212 0.103
O -1.66208 -1.27055 -0.19388 -0.292 -0.148 0.052 -0.517
C -0.80420 -1.81130 -1.16264 0.137 -0.209 0.067 0.222
O -0.33393 -0.81978 -2.01892 -0.051 0.117 -0.150 -0.524
C 0.61544 0.01081 -1.37513 0.516 0.319 -0.009 -0.051
H -1.42610 1.97457 0.74398 0.104 -0.222 -0.182 0.223
H -1.78246 1.27196 -0.92074 0.060 -0.060 0.276 0.240
H -1.13467 -0.41241 1.61643 -0.013 0.061 -0.288 0.189
H 0.04680 -2.32165 -0.67264 -0.132 0.097 -0.086 0.135
H -1.39459 -2.52198 -1.75041 0.138 0.224 0.164 0.187
H 0.82421 0.84716 -2.05372 -0.028 -0.252 0.199 0.213
H 1.54735 -0.55307 -1.21414 -0.120 0.137 0.003 0.186
O 2.24921 1.48885 0.52526 -2.099 0.668 -1.462 -0.640
H 0.55542 0.50445 2.75188 0.686 -0.335 0.772 0.390
H 2.48420 0.70358 2.15822 -4.036 -0.635 1.276 0.454
```
Positions in Å, forces in eV/Å.

***

# 4
This record from the Open Molecules 2025 dataset describes C6H9NO5S4Tc as an isolated structure in a non-equilibrium geometry. The level of theory is wB97M-V/def2-TZVPD.

Its HOMO-LUMO gap (spin up / spin down) is 0.2690 / 0.2423 Ha. As for the lowest unoccupied orbital energy (spin up / spin down): -0.8 / -1.7 eV. The expectation value of S² is 3.771. Its spin multiplicity is 4.

```
26
Properties=species:S:1:pos:R:3:forces:R:3:lowdin_spin:R:1
Tc 0.58173 -1.60795 0.26449 -0.315 0.330 0.369 1.744
O 2.14996 -0.01189 -0.48686 -0.278 -0.210 0.066 0.009
C 1.90259 1.34572 -0.12806 -0.041 0.104 0.114 0.001
C 0.69202 1.93361 -0.82772 -0.312 -0.002 0.174 0.008
N -0.60376 -0.04368 0.75142 0.178 -0.116 -0.321 0.017
C -0.74862 0.13818 2.19445 0.343 -0.345 0.311 0.006
C 0.58271 -0.33253 2.84610 -0.835 0.793 0.006 0.012
O 0.96238 0.13586 3.89166 0.129 -0.288 -0.124 0.017
O 1.18217 -1.23761 2.12176 0.597 -0.434 0.042 0.091
C -1.35861 0.28854 -1.75086 0.033 -0.096 -0.116 0.006
C -0.17433 -0.51770 -2.34561 -0.201 0.437 0.149 0.009
O 0.38478 -0.06656 -3.32752 0.031 -0.089 0.066 0.010
O 0.15167 -1.58849 -1.70975 0.022 -0.327 -0.434 0.068
H 2.28465 -0.07939 -1.44420 -0.046 -0.073 -0.003 0.001
H 2.77692 1.95396 -0.37144 -0.025 -0.015 0.020 0.000
H 1.78124 1.34790 0.95576 0.031 -0.006 -0.027 0.000
H 0.75190 1.79844 -1.90794 -0.040 0.031 -0.014 0.000
H 0.60822 2.99656 -0.60231 0.050 0.012 0.017 0.000
H -1.53658 -0.52878 2.55937 -0.047 0.084 -0.024 0.001
H -0.97300 1.16419 2.48370 0.010 -0.005 -0.005 0.000
H -1.69724 1.03079 -2.47210 0.060 0.029 0.014 0.000
H -2.18155 -0.36537 -1.46257 -0.039 0.022 0.104 0.009
S -0.91267 1.17819 -0.24045 0.454 -0.417 -0.353 0.012
S -3.55211 -1.99519 0.44481 0.080 -0.051 0.037 0.527
S -2.41347 -3.41240 -0.24741 -0.009 0.068 -0.106 0.387
S -0.64102 -3.52441 0.81130 0.168 0.566 0.040 0.064
```
Positions in Å, forces in eV/Å.

***

# 5
This record from the Open Molecules 2025 dataset describes a 2-piece molecular cluster, C6H9NS overall in a non-equilibrium geometry. The level of theory is wB97M-V/def2-TZVPD.

The relative energy (zero: lowest compared OMol25 entry of this formula, charge and spin) is 53.78 kcal/mol. Its HOMO-LUMO gap (spin up / spin down) is 0.2454 / 0.3042 Ha. As for the lowest unoccupied orbital energy (spin up / spin down): 0.1 / -1.9 eV. The expectation value of S² is 2.018. Its spin multiplicity is 3.

```
17
Properties=species:S:1:pos:R:3:forces:R:3:lowdin_spin:R:1
C -1.24978 -0.58959 0.57864 1.030 -0.550 0.571 0.069
C 0.39928 1.63867 0.09568 2.201 0.740 -0.770 0.524
C -0.31992 2.19112 1.19463 -4.897 -1.911 -1.411 0.094
C -0.23192 -0.90585 -1.62872 2.843 -2.678 -0.691 0.056
C 1.03914 -1.67485 0.33460 0.399 4.194 0.422 0.047
C -0.08400 -0.78983 -0.17120 -0.617 -2.195 -0.869 0.454
N -2.05173 -0.42430 1.39493 -0.736 0.016 -0.015 0.203
S 1.15581 1.94198 -1.25746 -0.609 0.083 0.487 0.453
H -0.67548 3.17272 1.12708 -0.589 1.941 -1.073 0.026
H -1.36739 1.56584 1.33883 2.941 1.394 0.249 -0.002
H 0.28208 2.26962 2.00413 1.728 -0.779 3.029 0.011
H -1.17092 -0.84776 -1.96821 -4.001 -0.107 -0.846 0.003
H 0.20939 -1.91893 -2.07014 -0.732 2.155 1.035 0.011
H 0.18098 -0.10151 -2.15593 1.342 0.986 -0.771 0.021
H 0.84748 -1.89323 1.35786 0.735 -0.011 0.997 -0.001
H 1.04959 -2.53679 -0.21305 -0.076 -2.348 -1.439 0.012
H 1.98738 -1.09731 0.03833 -0.963 -0.931 1.095 0.020
```
Positions in Å, forces in eV/Å.